No. 1
ORCA calculation (wB97M-V/def2-TZVPD) on C14H36F3NaO12 as an isolated structure.

Calculated values
E	-1919.4588	Ha
energy relative to the best compared isomer or geometry (same formula, charge and spin)	595.14	kJ/mol

Each line ends with the Löwdin charge.
CARTESIAN COORDINATES (ANGSTROEM)
Na (-0.5970, -1.4689, -0.5069)  0.921
C (4.2787, 4.0116, -0.4456)  -0.458
O (4.1221, 4.1639, -1.8355)  -0.112
O (3.2418, 3.2338, 0.1639)  -0.309
C (5.7117, 3.4729, 0.0940)  -0.660
F (6.7193, 4.4132, 0.2224)  0.060
F (5.5674, 3.0047, 1.2421)  0.212
F (6.2147, 2.6595, -0.8051)  0.139
C (5.0811, 4.8787, -2.5872)  -0.240
C (4.2645, 5.7082, -3.7140)  -0.067
H (3.5988, 6.4689, -3.3063)  0.058
H (4.8400, 6.2562, -4.4601)  0.048
H (3.6851, 5.0302, -4.3407)  0.052
H (5.6895, 4.1379, -3.1061)  0.097
H (5.7879, 5.5106, -2.0494)  0.108
H (4.1731, 4.9855, 0.0323)  0.122
C (-4.5733, 3.9992, -0.5606)  -0.305
C (-4.3302, 5.0813, -1.6130)  -0.234
O (-3.3375, 6.0012, -1.1263)  -0.057
O (-3.4984, 3.2059, -0.2418)  -0.038
H (-5.3555, 3.3984, -1.0247)  0.116
H (-5.0316, 4.4798, 0.3037)  0.116
H (-5.2354, 5.5388, -2.0123)  0.118
H (-3.9838, 4.5091, -2.4736)  0.112
H (-3.7016, 6.8894, -1.1171)  0.083
H (-2.7261, 3.7657, -0.1325)  0.094
C (-4.9195, -2.1849, 6.7593)  -0.250
C (-3.5092, -2.3200, 6.1208)  -0.325
O (-2.7101, -1.2577, 6.2001)  -0.044
O (-4.7683, -2.6282, 8.0357)  -0.047
H (-5.4764, -3.0266, 6.3475)  0.120
H (-5.3552, -1.2017, 6.5816)  0.129
H (-3.5071, -2.4259, 5.0360)  0.103
H (-2.9676, -3.2441, 6.3226)  0.121
H (-1.8327, -1.5391, 5.9307)  0.100
H (-4.4550, -1.8528, 8.5070)  0.096
C (-6.8226, -3.6126, -3.8627)  -0.279
C (-5.8784, -4.4468, -3.0651)  -0.200
O (-5.1498, -3.6005, -2.0964)  -0.092
O (-7.4579, -2.5525, -3.1850)  -0.044
H (-7.4901, -4.2969, -4.3866)  0.121
H (-6.3310, -3.2090, -4.7478)  0.116
H (-5.1128, -4.9286, -3.6732)  0.120
H (-6.4237, -5.2332, -2.5433)  0.111
H (-5.7461, -2.8964, -1.8314)  0.057
H (-8.3879, -2.5275, -3.4219)  0.095
C (2.4229, -1.2852, -4.9919)  -0.262
C (3.5996, -1.6128, -4.1724)  -0.266
O (3.2390, -2.4012, -3.0512)  -0.069
O (1.6683, -0.2950, -4.3200)  -0.064
H (1.8345, -2.1573, -5.2772)  0.126
H (2.7666, -0.9385, -5.9665)  0.119
H (4.1244, -0.7224, -3.8264)  0.132
H (4.2718, -2.2186, -4.7801)  0.119
H (3.9322, -2.3458, -2.3894)  0.086
H (2.1650, 0.5114, -4.1634)  0.095
C (4.5465, -4.9136, 4.6285)  -0.180
C (3.9827, -3.5309, 5.0789)  -0.269
O (3.1229, -3.0949, 4.0968)  -0.076
O (5.4408, -4.5673, 3.5172)  -0.100
H (3.8507, -5.7391, 4.4785)  0.116
H (5.3320, -5.1034, 5.3600)  0.105
H (4.7448, -2.7951, 5.3356)  0.126
H (3.2299, -3.5357, 5.8672)  0.115
H (3.5117, -2.2765, 3.7796)  0.092
H (5.9099, -5.3289, 3.1686)  0.074

Forces on atoms 1 to 6 (eV/Å):
0.229 0.235 -0.157
-2.361 -1.179 3.728
0.374 -0.280 -0.315
2.578 1.144 -2.225
-1.716 3.554 -3.862
-0.171 0.764 -0.069



No. 2
ORCA calculation (wB97M-V/def2-TZVPD) on C14H36F5InN3O5S as an isolated structure.

Calculated values
E	-2183.0656	Ha
net charge	-1

Each line ends with the Löwdin charge.
CARTESIAN COORDINATES (ANGSTROEM)
O (3.0725, -1.9560, -0.4406)  -0.435
S (3.0582, -0.7458, -1.2575)  0.517
O (2.7070, -0.9935, -2.6520)  -0.429
In (5.2516, 0.5884, -0.9129)  0.292
C (1.6181, 0.2332, -0.5162)  -0.512
F (0.5086, -0.5300, -0.5233)  0.079
F (1.9664, 0.4987, 0.7594)  0.078
C (1.2979, 1.5774, -1.2560)  -0.558
F (1.2297, 2.5837, -0.3623)  0.141
F (0.1024, 1.5058, -1.8614)  0.145
F (2.2120, 1.8865, -2.1727)  0.127
H (6.2203, 0.3467, -2.3731)  -0.140
H (4.7120, 2.2566, -0.7021)  -0.111
H (6.0509, -0.0956, 0.4973)  -0.143
C (7.4272, 7.6738, -1.0425)  -0.077
C (6.5387, 7.1385, 0.0758)  -0.437
C (6.4308, 5.6069, 0.1098)  -0.216
O (5.5946, 5.0509, -0.8744)  -0.212
C (6.1799, 4.8728, -2.1489)  -0.108
N (5.2241, 7.7821, -0.0112)  0.033
H (6.9267, 7.6425, -2.0094)  0.063
H (7.6877, 8.7149, -0.8490)  0.070
H (8.3541, 7.1019, -1.1186)  0.076
H (6.9925, 7.4405, 1.0252)  0.130
H (5.9787, 5.3224, 1.0638)  0.124
H (7.4249, 5.1400, 0.0747)  0.121
H (7.2419, 4.6206, -2.0736)  0.092
H (6.0502, 5.7713, -2.7603)  0.073
H (5.6625, 4.0485, -2.6378)  0.080
H (4.6713, 7.5168, 0.7983)  0.069
H (4.7327, 7.3616, -0.7951)  0.069
C (-4.1680, -1.4179, -2.8711)  -0.073
C (-3.0409, -1.6169, -1.8615)  -0.422
C (-3.4712, -2.3763, -0.5991)  -0.205
O (-4.2275, -1.6022, 0.3250)  -0.202
C (-5.5988, -1.4683, 0.0210)  -0.117
N (-2.4382, -0.3179, -1.5626)  0.056
H (-4.8460, -0.6178, -2.5734)  0.060
H (-3.7544, -1.1416, -3.8404)  0.074
H (-4.7516, -2.3327, -3.0011)  0.075
H (-2.2749, -2.2304, -2.3437)  0.141
H (-2.5685, -2.6718, -0.0592)  0.125
H (-4.0076, -3.2973, -0.8483)  0.102
H (-5.9969, -2.3686, -0.4587)  0.083
H (-5.7852, -0.6064, -0.6242)  0.075
H (-6.1318, -1.3058, 0.9596)  0.084
H (-1.6103, -0.4458, -0.9891)  0.050
H (-3.0823, 0.1876, -0.9607)  0.072
C (-3.1769, -5.3793, 2.5236)  -0.061
C (-4.3803, -4.5279, 2.1299)  -0.425
C (-5.4408, -4.3998, 3.2298)  -0.201
O (-6.2558, -5.5439, 3.4159)  -0.190
C (-5.6885, -6.5649, 4.2119)  -0.113
N (-4.9404, -5.0496, 0.8778)  0.053
H (-3.3997, -6.4460, 2.4899)  0.064
H (-2.3530, -5.2027, 1.8332)  0.077
H (-2.8302, -5.1329, 3.5291)  0.079
H (-4.0174, -3.5175, 1.9326)  0.120
H (-6.1297, -3.6010, 2.9427)  0.119
H (-4.9840, -4.1034, 4.1833)  0.121
H (-5.0684, -6.1512, 5.0124)  0.089
H (-5.0938, -7.2586, 3.6126)  0.075
H (-6.5089, -7.1253, 4.6608)  0.084
H (-5.6667, -4.4194, 0.5507)  0.056
H (-5.4373, -5.9086, 1.0977)  0.071

Forces on atoms 1 to 6 (eV/Å):
-0.211 0.197 0.434
0.466 -0.979 -0.380
-0.365 0.509 -0.083
0.817 0.620 0.114
0.379 0.108 -0.499
-0.043 -0.116 0.245



No. 3
ORCA calculation (wB97M-V/def2-TZVPD) on a 3-piece molecular cluster, C14H36N3O9P2 overall.

Calculated values
E	-2078.9577	Ha
energy relative to the best compared isomer or geometry (same formula, charge and spin)	0.00	kJ/mol
net charge	+1

Each line ends with the Löwdin charge.
CARTESIAN COORDINATES (ANGSTROEM)
C (-0.0668, -5.7009, 1.0328)  0.091
C (0.5723, -4.8327, 1.7769)  -0.107
N (0.6137, -3.3753, 1.4889)  -0.042
C (0.7585, -3.1244, 0.0303)  -0.071
C (0.6640, -1.6233, -0.1914)  -0.151
O (-0.6662, -1.2539, 0.0478)  -0.088
C (-1.0589, -1.3799, 1.4029)  -0.503
N (-0.3744, -0.2783, 2.1333)  0.113
C (-2.5498, -1.0746, 1.4806)  -0.096
C (-3.5050, -2.2468, 1.2651)  -0.257
N (-3.2616, -2.9962, 0.0201)  0.030
C (-0.6453, -2.7282, 2.0697)  0.013
H (-0.8486, -5.3828, 0.3531)  0.081
H (0.1655, -6.7542, 1.0382)  0.094
H (1.1114, -5.1579, 2.6555)  0.133
H (1.4541, -3.0424, 1.9580)  0.188
H (-0.0770, -3.5432, -0.5223)  0.131
H (1.6647, -3.5628, -0.3786)  0.153
H (1.3778, -1.0912, 0.4486)  0.137
H (0.9404, -1.4043, -1.2191)  0.134
H (-0.8635, -0.1735, 3.0173)  0.090
H (0.5540, -0.5834, 2.4121)  0.074
H (-2.7625, -0.3094, 0.7347)  0.139
H (-2.8023, -0.6281, 2.4419)  0.127
H (-3.4941, -2.9012, 2.1429)  0.106
H (-4.5095, -1.8301, 1.1980)  0.116
H (-2.3056, -2.8994, -0.3000)  0.037
H (-3.3660, -3.9836, 0.2233)  0.066
H (-1.4166, -3.4895, 2.0924)  0.118
H (-0.4063, -2.5053, 3.1063)  0.146
C (2.3702, 6.7241, 5.3070)  -0.078
O (2.0995, 6.3986, 3.9308)  -0.228
P (1.2308, 5.1032, 3.5998)  0.440
O (1.4058, 4.1524, 4.7168)  -0.250
O (2.0467, 4.7101, 2.2667)  -0.242
C (3.4113, 5.0447, 2.0345)  -0.096
O (-0.1899, 4.8237, 2.9301)  -0.227
C (-0.5122, 3.4569, 2.6901)  -0.117
H (2.7827, 7.7300, 5.3166)  0.091
H (1.4671, 6.6992, 5.9098)  0.089
H (3.1047, 6.0288, 5.7040)  0.091
H (4.0504, 4.6731, 2.8367)  0.092
H (3.5336, 6.1184, 1.9179)  0.085
H (3.7005, 4.5570, 1.1056)  0.087
H (-0.7056, 2.9399, 3.6292)  0.081
H (0.2806, 2.9547, 2.1390)  0.078
H (-1.4239, 3.4458, 2.0961)  0.090
C (-1.2157, -0.1773, -7.8378)  -0.074
O (-0.6962, -0.9314, -6.7240)  -0.232
P (-0.6871, -0.2581, -5.2792)  0.445
O (-0.6255, 1.2019, -5.4638)  -0.233
O (0.7104, -0.9308, -4.8154)  -0.253
C (1.7438, -1.3180, -5.7181)  -0.097
O (-1.3919, -0.5488, -3.8727)  -0.229
C (-0.9390, 0.2398, -2.7723)  -0.098
H (-1.3256, -0.8745, -8.6647)  0.091
H (-2.1807, 0.2640, -7.6071)  0.089
H (-0.5049, 0.5978, -8.1100)  0.093
H (2.0600, -0.4788, -6.3378)  0.095
H (1.4248, -2.1508, -6.3397)  0.084
H (2.5896, -1.6371, -5.1113)  0.084
H (-1.2675, 1.2719, -2.8745)  0.096
H (0.1466, 0.2035, -2.6842)  0.080
H (-1.3898, -0.1774, -1.8775)  0.071

Forces on atoms 1 to 6 (eV/Å):
-0.606 0.189 -0.666
0.797 -0.458 0.446
-1.135 -1.234 0.189
-0.001 0.946 -0.903
0.456 -0.547 0.140
-0.334 -0.408 -0.005